C4H7CsO2 as an isolated structure. Source: OMol25; level of theory: ωB97M-V with the def2-TZVPD basis set.

The energy is -8900.3185 eV. The HOMO energy is -5.41 eV. The energy above the lowest of the compared OMol25 structures with the same formula, charge and spin comes out at 1.104 eV. For the LUMO energy, the calculation gives -0.43 eV.

Positions of all 14 atoms, in Å:
1 C 1.21843 1.35619 -2.97564
2 C 0.87737 1.57857 -1.69548
3 C 0.37698 0.48259 -0.87978
4 O -0.30546 0.63589 0.12621
5 Cs -2.17951 -1.51076 3.47923
6 H 1.31583 0.32480 -3.33477
7 H 0.85255 2.58559 -1.27033
8 H 0.51083 -0.53252 -1.31080
9 O 2.35246 2.08328 -4.99034
10 C 1.39838 2.42421 -4.00960
11 H 1.63040 3.38883 -3.53048
12 H 3.23171 2.09494 -4.59984
13 H 0.43995 2.54513 -4.53934
14 H 0.06556 -3.25875 2.82723

These are the Löwdin partial charges, in e, on atoms 1 to 4: C -0.059; C -0.067; C -0.271; O 0.003